(1)
46
Properties=species:S:1:pos:R:3:forces:R:3:lowdin_spin:R:1 method="wB97M-V/def2-TZVPD" gap_ev="5.85 / 6.29" e_homo_ev="-14.734 / -14.745" e_tot_ha=-2689.51894 spin_multiplicity=2 total_charge=+2
V 0.602 0.759 -1.054 0.2 -0.4 0.2 1.064
Cl 6.859 1.329 2.503 0.0 0.0 0.0 -0.002
C 5.415 1.444 1.585 0.0 0.0 0.0 -0.003
C 5.049 2.667 1.017 0.0 -0.1 0.0 0.005
C 3.890 2.786 0.268 -0.1 0.0 0.0 -0.004
C 3.087 1.677 0.095 0.2 0.0 0.2 0.006
O 1.944 1.769 -0.620 -0.2 -0.2 -0.5 -0.021
C 3.436 0.432 0.656 -0.1 0.0 -0.1 -0.002
C 2.676 -0.746 0.397 0.1 0.0 0.0 0.011
N 1.556 -0.799 -0.268 -0.1 0.3 -0.1 -0.015
C 0.955 -2.037 -0.655 0.0 0.0 -0.2 0.001
C 1.109 -3.247 -0.036 0.0 0.0 0.0 -0.001
C 0.512 -4.398 -0.592 0.0 0.0 0.0 0.000
C -0.216 -4.329 -1.747 0.0 0.0 0.0 -0.001
C -0.405 -3.085 -2.394 -0.1 0.1 0.0 0.000
C -1.135 -2.916 -3.592 0.0 0.0 0.0 0.000
C -1.264 -1.668 -4.152 0.0 0.0 0.0 0.000
C -0.682 -0.571 -3.514 0.0 0.0 0.0 0.005
N 0.014 -0.692 -2.390 0.2 0.2 0.2 0.004
C 0.171 -1.938 -1.827 0.1 0.0 0.0 0.002
C 4.623 0.333 1.400 0.0 0.0 0.0 0.003
H 5.687 3.528 1.164 0.0 0.0 0.0 0.000
H 3.609 3.730 -0.178 0.0 0.0 0.0 0.000
H 3.110 -1.684 0.735 0.0 0.0 0.0 0.000
H 1.672 -3.340 0.883 0.0 0.0 0.0 0.000
H 0.645 -5.347 -0.091 0.0 0.0 0.0 0.000
H -0.657 -5.219 -2.175 0.0 0.0 0.0 0.000
H -1.587 -3.779 -4.065 0.0 0.0 0.0 0.000
H -1.813 -1.515 -5.070 0.0 0.0 0.0 0.000
H -0.790 0.425 -3.927 0.0 0.0 0.0 0.002
H 4.918 -0.616 1.830 0.0 0.0 0.0 0.000
C -4.827 1.873 0.418 0.0 0.0 0.0 0.000
Si -3.462 1.787 1.671 0.0 0.0 0.1 -0.001
C -3.047 3.407 2.473 0.0 0.0 -0.1 -0.001
C -3.608 0.367 2.859 0.0 0.0 0.0 0.000
C -1.896 1.356 0.642 -0.1 0.0 0.0 -0.020
C -0.896 1.091 -0.029 -0.2 0.0 0.2 -0.031
H -5.765 2.115 0.923 0.0 0.0 0.0 0.000
H -4.967 0.923 -0.099 0.0 0.0 0.0 0.000
H -4.642 2.653 -0.321 0.0 0.0 0.0 0.000
H -3.887 3.737 3.088 0.0 0.0 0.0 0.000
H -2.859 4.181 1.727 0.0 0.0 0.0 0.000
H -2.174 3.327 3.122 0.0 0.0 0.0 0.000
H -4.479 0.521 3.501 0.0 0.0 0.0 0.000
H -2.733 0.289 3.505 0.0 0.0 0.0 0.000
H -3.747 -0.580 2.336 0.0 0.0 0.0 0.000

(2)
76
Properties=species:S:1:pos:R:3:forces:R:3:lowdin_spin:R:1 method="wB97M-V/def2-TZVPD" gap_ev="6.73 / 6.66" e_homo_ev="-6.928 / -6.550" e_tot_ha=-3380.91455 spin_multiplicity=2 total_charge=0
W -0.171 0.287 0.014 -0.1 0.1 0.1 1.372
O 1.579 0.263 3.563 0.0 0.0 0.0 0.005
C 0.870 0.920 2.825 -0.1 0.1 0.1 0.007
O -0.086 0.442 2.091 0.1 -0.1 0.1 0.067
C 1.025 2.427 2.817 0.0 0.0 -0.1 0.001
C 1.427 3.013 4.013 0.0 0.0 0.0 0.001
C 1.573 4.386 4.131 0.0 0.0 0.0 0.000
C 1.346 5.202 3.034 0.0 0.0 0.0 0.001
C 0.972 4.634 1.826 0.0 0.0 0.0 0.000
C 0.796 3.258 1.717 0.0 0.0 0.0 0.003
S 0.397 2.724 0.051 0.0 0.2 0.0 -0.008
H 1.622 2.358 4.851 0.0 0.0 0.0 0.000
H 1.869 4.818 5.078 0.0 0.0 0.0 0.000
H 1.463 6.275 3.110 0.0 0.0 0.0 0.000
H 0.810 5.259 0.956 0.0 0.0 0.0 0.000
O -8.056 1.346 1.311 0.0 0.0 0.0 0.000
C -6.915 1.766 1.909 -0.1 -0.1 0.1 0.000
O -6.967 2.591 2.774 0.0 0.0 0.0 -0.001
C -5.644 1.123 1.454 0.0 0.0 -0.1 -0.002
C -4.549 1.177 2.311 0.0 0.0 0.0 0.001
C -3.342 0.607 1.951 0.0 0.0 0.0 -0.004
C -3.218 -0.019 0.716 -0.1 0.1 0.1 -0.008
C -4.300 -0.068 -0.153 0.1 0.0 -0.1 -0.005
C -5.507 0.502 0.216 0.0 0.0 0.0 0.000
N -1.985 -0.638 0.344 0.0 -0.1 0.0 -0.144
C -2.044 -1.983 0.346 -0.1 0.0 0.1 -0.130
C -0.883 -2.640 -0.011 0.1 -0.1 -0.1 -0.059
C -0.723 -4.044 -0.125 -0.1 0.0 0.0 -0.032
C 0.426 -4.552 -0.638 0.0 -0.1 0.0 -0.023
C 1.430 -3.656 -1.084 0.0 0.0 0.0 -0.060
C 1.245 -2.319 -0.915 0.1 0.0 0.0 0.000
N 0.148 -1.785 -0.316 -0.2 0.0 0.0 -0.100
H -7.874 0.596 0.734 0.0 0.0 0.0 0.000
H -4.663 1.676 3.264 0.0 0.0 0.0 0.000
H -2.481 0.647 2.604 0.0 0.0 0.0 0.000
H -4.173 -0.525 -1.125 0.0 0.0 0.0 0.001
H -6.322 0.490 -0.500 0.0 0.0 0.0 0.000
H -2.958 -2.481 0.638 0.0 -0.1 0.0 -0.008
H -1.540 -4.681 0.190 0.0 0.0 0.0 0.000
H 0.565 -5.620 -0.737 0.0 0.0 0.0 0.000
H 2.326 -4.014 -1.570 0.0 0.0 0.0 -0.004
H 1.977 -1.615 -1.282 0.0 0.0 0.0 0.001
C -3.117 3.570 -5.211 0.0 0.0 0.0 0.000
C -2.842 3.245 -3.760 0.0 0.0 0.0 0.001
O -1.707 2.375 -3.667 0.0 0.1 0.0 0.005
P -1.929 0.920 -2.978 0.1 -0.1 -0.1 0.019
S 0.063 0.464 -2.442 0.1 0.1 0.0 0.041
S -1.590 2.313 -0.021 0.1 0.0 0.0 0.022
O -2.072 0.041 -4.370 0.0 0.0 0.0 0.006
C -2.343 -1.348 -4.175 0.0 0.0 0.0 0.001
C -3.709 -1.693 -4.728 0.0 0.0 0.0 0.000
H -3.950 4.271 -5.288 0.0 0.0 0.0 0.000
H -3.366 2.663 -5.762 0.0 0.0 0.0 0.000
H -2.239 4.020 -5.671 0.0 0.0 0.0 0.000
H -3.714 2.772 -3.295 0.0 0.0 0.0 0.000
H -2.610 4.145 -3.188 0.0 0.0 0.0 0.000
H -2.280 -1.608 -3.110 0.0 0.0 0.0 0.000
H -1.555 -1.910 -4.680 0.0 0.0 0.0 0.000
H -4.481 -1.119 -4.212 0.0 0.0 0.0 0.000
H -3.918 -2.756 -4.598 0.0 0.0 0.0 0.000
H -3.760 -1.454 -5.790 0.0 0.0 0.0 0.000
C 3.894 -1.125 1.735 0.0 0.0 0.0 0.000
N 4.116 -0.196 0.624 0.0 0.0 0.0 0.004
C 5.480 0.015 0.157 0.0 0.0 0.0 0.000
C 3.080 0.345 -0.007 0.0 0.1 0.0 0.006
C 3.326 1.231 -1.191 0.0 0.0 0.0 0.001
O 1.923 0.094 0.406 0.0 0.0 -0.1 0.019
H 4.719 -1.030 2.437 0.0 0.0 0.0 0.000
H 3.850 -2.151 1.363 0.0 0.0 0.0 0.000
H 2.968 -0.883 2.248 0.0 0.0 0.0 0.000
H 6.159 -0.448 0.867 0.0 0.0 0.0 0.000
H 5.718 1.077 0.100 0.0 0.0 0.0 0.000
H 5.647 -0.438 -0.821 0.0 0.0 0.0 0.000
H 3.976 0.736 -1.913 0.0 0.0 0.0 0.000
H 3.823 2.151 -0.873 0.0 0.0 0.0 0.000
H 2.383 1.472 -1.673 0.0 0.0 0.0 0.000